1.
44
Properties=species:S:1:pos:R:3 method="wB97M-V/def2-TZVPD" lumo_ev="-3.11 / -4.71" multiplicity=5 total_charge=+1 gap_ev="8.582 / 7.763" s_squared=6.020 energy_ha=-1301.81321
Os 4.495 11.489 9.000
O 7.843 11.338 4.099
O 4.510 10.683 7.054
O 9.305 12.974 4.683
O 2.683 9.889 10.582
O 5.543 10.606 5.079
N 1.635 14.583 7.888
N 3.336 13.350 8.359
N 2.526 15.320 8.601
N 3.513 14.574 8.882
N 6.407 12.113 8.086
N 7.438 12.934 8.382
C -0.251 15.178 10.097
C 6.585 11.745 6.840
C 8.349 12.246 4.917
C 5.470 10.950 6.253
C 8.259 13.058 7.324
C 0.320 15.181 7.606
C -0.723 14.846 8.660
C 2.186 13.371 7.702
C 1.910 8.682 10.887
C -1.272 13.427 8.599
C 7.744 12.325 6.293
C 4.114 8.463 9.179
C 3.669 9.804 9.760
H -2.094 13.347 9.301
H 9.128 13.751 7.369
H 4.612 7.900 9.992
H 3.246 7.844 8.839
H -1.171 15.303 10.648
H -0.513 12.663 8.858
H 0.317 14.330 10.489
H -1.560 15.493 8.484
H 0.505 16.227 7.560
H 6.963 10.972 4.429
H 1.519 8.887 11.871
H 7.585 13.269 9.330
H 4.795 8.683 8.354
H 1.183 8.458 10.122
H 0.365 16.076 10.006
H -1.698 13.224 7.623
H 2.525 7.793 11.034
H 0.010 14.759 6.652
H 1.762 12.554 7.082

---

2.
35
Properties=species:S:1:pos:R:3 method="wB97M-V/def2-TZVPD" lumo_ev=-0.16 relative_energy_ev=10.0709 gap_ev=7.808 energy_ha=-711.66302
O 0.668 0.163 -1.626
O -1.351 1.058 -0.795
N -3.069 -0.433 0.435
C 1.722 2.621 2.010
C -2.329 -2.622 0.838
C -0.662 0.072 -1.062
C -1.209 -3.795 0.652
C 0.117 -2.274 -0.728
C -2.177 -1.444 0.147
C 2.848 2.534 1.026
C 1.424 2.337 -1.280
C -0.144 -3.482 0.121
C 1.306 1.375 2.557
C 0.896 1.535 -2.233
C 2.531 1.808 -0.323
C -0.714 -1.207 -0.344
H 3.087 3.849 0.634
H 0.911 -1.868 -0.955
H 1.577 3.293 -1.506
H 0.614 -4.223 0.055
H -2.946 0.446 0.069
H 1.639 1.423 -2.928
H 2.252 3.274 2.953
H 0.736 2.400 -0.305
H 0.709 1.448 3.431
H 0.880 0.831 1.638
H 0.180 1.805 -2.728
H 2.277 0.838 2.784
H 3.459 1.750 -0.799
H 1.046 3.221 1.579
H -3.093 -2.975 1.330
H 3.727 2.295 1.376
H -1.508 -4.544 1.269
H 2.289 0.861 -0.158
H -3.898 -0.898 0.942

---

3.
40
Properties=species:S:1:pos:R:3 method="wB97M-V/def2-TZVPD" lumo_ev=2.12 relative_energy_ev=0.4795 total_charge=-1 gap_ev=7.408 energy_ha=-1569.41575
Rb -0.006 -0.103 -1.471
P 0.198 -3.386 -1.059
P -0.041 -0.544 1.839
O 3.515 2.891 -1.267
O -2.318 1.102 -1.345
O -3.504 3.009 -1.165
O 2.288 1.048 -1.680
N -0.002 2.501 -1.337
C 1.228 4.526 -1.377
C -0.386 -3.095 0.680
C 1.166 3.137 -1.378
C 2.454 2.276 -1.446
C -1.148 3.177 -1.306
C 1.906 -2.699 -1.052
C -1.182 0.885 1.926
C -1.123 -1.773 0.966
C -1.169 4.566 -1.311
C -2.457 2.354 -1.270
C 0.643 -5.168 -0.857
C 0.042 5.244 -1.346
C -0.216 -1.202 3.557
H 0.248 -2.187 3.625
H -0.262 -5.768 -0.760
H 2.479 -3.057 -0.194
H -1.264 -1.279 3.856
H -1.504 -1.306 0.054
H -1.279 1.346 0.942
H -2.124 5.070 -1.286
H -2.008 -1.960 1.581
H 1.182 -5.510 -1.741
H -2.177 0.597 2.273
H -0.764 1.627 2.609
H 1.273 -5.324 0.023
H 2.198 5.003 -1.399
H 0.059 6.329 -1.350
H 1.938 -1.610 -1.051
H 0.304 -0.539 4.249
H 0.470 -3.216 1.356
H -1.060 -3.932 0.879
H 2.400 -3.028 -1.968

---

4.
37
Properties=species:S:1:pos:R:3 method="wB97M-V/def2-TZVPD" lumo_ev=-2.34 smiles=CC[C@@H](C)[NH2+]CCCOc1cc(Cl)ccc1Cl relative_energy_ev=0.0000 total_charge=+1 gap_ev=9.674 energy_ha=-1557.52634
Cl -0.119 -1.796 -0.860
Cl 4.199 0.900 -4.409
O 1.449 0.593 -0.133
N -0.731 0.397 1.397
C 1.084 -1.042 -1.853
C -2.193 0.337 1.699
C 3.003 0.153 -3.430
C 2.203 0.046 0.952
C 1.351 -1.557 -3.108
C 0.184 0.004 2.494
C 1.767 0.074 -1.371
C 1.587 0.553 2.252
C -2.638 -1.114 1.781
C -2.717 0.700 -0.796
C 2.315 -0.958 -3.899
C -2.948 1.151 0.643
C 2.733 0.668 -2.168
H -4.012 1.082 0.870
H 2.530 -1.354 -4.878
H 0.813 -2.420 -3.470
H -0.486 1.350 1.105
H -3.355 1.281 -1.456
H -2.669 2.203 0.738
H -0.204 0.401 3.435
H -2.975 -0.346 -0.929
H 3.247 0.369 0.879
H -3.714 -1.157 1.922
H -2.393 -1.653 0.872
H 2.176 -1.050 0.913
H -2.345 0.816 2.672
H -0.532 -0.214 0.571
H -1.689 0.856 -1.115
H 3.261 1.534 -1.802
H 0.208 -1.085 2.556
H 2.228 0.255 3.080
H -2.176 -1.620 2.624
H 1.560 1.644 2.223

---

5.
38
Properties=species:S:1:pos:R:3 method="wB97M-V/def2-TZVPD" lumo_ev=0.71 smiles="CN(C)CCCNC(=S)NCc1ccc(Cl)cc1" relative_energy_ev=0.0813 gap_ev=8.605 energy_ha=-1530.01845
Cl -1.655 4.841 -5.418
S -1.786 1.076 1.331
N 1.147 -0.925 3.172
N -1.418 -0.123 -0.969
N 0.296 -0.341 0.615
C -0.871 1.125 -3.002
C 2.223 -0.316 3.929
C -0.617 -0.116 -2.181
C -1.105 1.041 -4.368
C -1.353 3.415 -4.489
C -1.343 2.180 -5.117
C -0.884 2.373 -2.391
C -1.126 3.518 -3.126
C -0.063 -1.003 3.969
C 1.535 -2.216 2.617
C 0.675 -2.628 1.420
C 0.795 -1.650 0.244
C -0.914 0.147 0.271
H -0.374 -2.700 1.712
H 0.998 -3.617 1.089
H 1.900 0.666 4.272
H -1.101 0.077 -4.856
H -0.850 -1.007 -2.775
H 3.093 -0.189 3.286
H -1.523 2.111 -6.178
H 2.516 -0.913 4.805
H 0.574 -0.117 1.577
H 0.439 -0.149 -1.900
H 0.227 -2.039 -0.603
H -2.338 0.280 -1.095
H 0.063 -1.638 4.858
H -0.879 -1.397 3.369
H -1.139 4.484 -2.646
H 1.492 -3.009 3.384
H -0.711 2.453 -1.327
H -0.341 0.000 4.288
H 2.572 -2.136 2.280
H 1.848 -1.556 -0.046

---

6.
42
Properties=species:S:1:pos:R:3 method="wB97M-V/def2-TZVPD" lumo_ev=-3.84 smiles="C=CCN1CO[C@H](P(=N)(O)O)N/C1=[NH+]/COc1ccccc1" total_charge=+1 gap_ev=7.426 energy_ha=-1368.29228
P 4.211 1.041 0.642
O -2.379 -0.176 -0.239
O 5.327 -0.147 0.977
O 1.957 -0.546 0.866
O 4.901 2.100 -0.451
N 0.394 -0.851 -0.974
N 1.733 1.179 -0.686
N -0.621 1.317 -0.980
N 3.816 1.760 1.973
C 0.459 0.580 -0.886
C -1.984 0.757 -1.221
C -3.106 0.415 0.810
C 2.680 0.225 -0.097
C 0.288 -2.823 -2.423
C 1.172 -1.483 0.147
C -5.211 0.266 2.256
C 1.088 -3.966 -2.257
C -4.383 -0.222 1.165
C -2.707 1.590 1.573
C 0.845 -1.345 -2.304
C -4.803 1.425 3.059
C -3.543 2.077 2.674
H -0.800 -2.975 -2.640
H 4.052 2.753 1.884
H 5.858 2.146 -0.251
H 0.968 -4.596 -1.337
H -3.271 2.976 3.281
H 1.654 2.040 -0.133
H -5.427 1.774 3.908
H -1.760 2.106 1.303
H -1.914 0.190 -2.195
H 0.481 -0.714 -3.165
H -0.482 2.328 -0.886
H -4.720 -1.103 0.577
H -2.739 1.570 -1.410
H 3.061 -0.523 -0.857
H 1.957 -1.429 -2.424
H 1.837 -4.274 -3.039
H 1.847 -2.301 -0.235
H -6.163 -0.235 2.537
H 5.000 -0.988 0.595
H 0.427 -1.917 0.862

---

7.
43
Properties=species:S:1:pos:R:3 method="wB97M-V/def2-TZVPD" lumo_ev="-2.85 / -4.03" multiplicity=5 relative_energy_ev=0.2595 total_charge=+1 gap_ev="7.211 / 6.033" s_squared=6.007 energy_ha=-1494.75263
Rh -0.518 0.048 0.156
S 3.681 -0.330 -0.259
O 3.624 -1.750 0.105
O 4.020 -0.088 -1.640
N 7.638 2.070 3.376
N 2.672 -3.928 -1.716
N 2.915 2.453 -0.130
N 2.207 0.209 0.113
N -0.356 -2.410 -0.013
N 0.666 1.837 0.298
C 5.806 1.274 0.309
C 4.857 0.393 0.807
C 4.826 0.067 2.160
C 0.304 3.122 0.272
C -2.522 -0.058 -0.120
C 6.726 1.511 2.529
C 1.343 -4.014 -1.020
C 5.754 0.621 3.015
C 1.972 1.526 0.080
C 0.791 -2.589 -0.900
C 2.532 3.716 -0.154
C 6.738 1.824 1.162
C 1.216 4.121 0.038
H 0.926 5.160 0.018
H -0.183 -2.813 0.901
H -3.134 -0.902 -0.421
H 1.582 -1.978 -0.499
H 5.802 1.517 -0.745
H -3.070 0.875 0.016
H 5.742 0.367 4.068
H 7.668 1.808 4.343
H 3.167 -3.125 -1.349
H -0.743 3.335 0.449
H 7.489 2.505 0.781
H 2.570 -3.791 -2.722
H 3.250 -4.752 -1.559
H 1.531 -4.435 -0.035
H 3.315 4.445 -0.333
H 0.682 -4.681 -1.572
H 8.366 2.662 3.026
H 0.534 -2.200 -1.890
H 4.082 -0.626 2.531
H -1.205 -2.817 -0.390

---

8.
36
Properties=species:S:1:pos:R:3 method="wB97M-V/def2-TZVPD" lumo_ev=2.81 total_charge=-1 gap_ev=4.260 energy_ha=-712.38696
O 1.020 0.494 0.965
O -0.134 -1.472 1.893
N -5.201 -1.573 -1.398
C 6.314 0.098 1.790
C 5.003 -0.376 1.740
C 3.947 0.513 1.540
C -5.330 -0.395 -0.458
C 5.514 2.350 1.441
C -3.232 -0.496 -2.830
C 4.203 1.876 1.394
C -1.300 0.714 -1.259
C -3.799 -1.752 -1.936
C -1.616 -0.408 -2.412
C -1.515 0.207 0.285
C -0.114 -0.226 1.059
C 6.570 1.460 1.636
H -1.078 -0.020 -3.404
H -4.467 -0.293 0.331
H -6.359 -0.489 0.120
H 4.804 -1.438 1.857
H -1.940 1.680 -1.438
H 2.926 0.144 1.498
H -5.374 -2.430 -0.792
H 7.592 1.828 1.668
H -2.994 -2.040 -1.114
H -3.832 -2.689 -2.676
H 7.136 -0.595 1.949
H -2.281 -0.667 0.422
H -0.150 1.005 -1.387
H 5.713 3.412 1.325
H -1.092 -1.768 1.944
H -3.744 0.522 -2.561
H -1.177 -1.474 -2.201
H 3.379 2.571 1.244
H -5.421 0.595 -1.113
H -1.971 1.136 0.879

---

9.
35
Properties=species:S:1:pos:R:3 method="wB97M-V/def2-TZVPD" lumo_ev=0.62 smiles=CCCCc1c(O)cc(CCC)cc1O relative_energy_ev=0.5623 gap_ev=9.077 energy_ha=-657.79178
O 0.969 -1.415 1.912
O 0.730 2.562 -0.930
C -1.843 0.561 0.572
C 0.943 0.658 0.627
C 2.445 0.772 0.573
C -3.396 -1.740 -1.049
C 3.355 -1.178 -0.845
C 0.207 1.577 -0.109
C 3.116 0.348 -0.735
C 0.264 -0.337 1.345
C -1.144 1.529 -0.102
C 2.082 -2.060 -1.119
C -3.848 -0.296 -0.914
C -3.354 0.438 0.390
C -1.115 -0.442 1.245
H 2.520 0.643 -1.628
H -3.754 1.500 0.457
H -3.740 -2.306 -0.211
H -1.853 2.254 -0.630
H 1.657 -2.452 -0.130
H -2.288 -1.758 -1.012
H 2.337 -2.954 -1.757
H -3.499 0.306 -1.827
H 1.354 -1.412 -1.766
H -3.722 -2.278 -1.908
H 4.064 -1.353 -1.694
H -3.772 -0.115 1.225
H -4.976 -0.193 -0.830
H 1.901 -0.937 2.106
H 2.643 1.851 0.849
H 3.871 -1.568 -0.002
H 4.164 0.776 -0.803
H 3.082 0.377 1.401
H -1.589 -1.173 1.839
H 1.732 2.638 -0.818

---

10.
48
Properties=species:S:1:pos:R:3 method="wB97M-V/def2-TZVPD" lumo_ev="-0.52 / -0.52" multiplicity=2 relative_energy_ev=0.0910 gap_ev="7.072 / 7.741" s_squared=0.752 energy_ha=-6090.50303
As -2.444 -1.486 1.692
Ti -0.192 0.019 -0.032
S -2.401 3.442 2.699
S -5.790 1.565 -1.716
S -1.904 2.474 -0.058
S -2.685 1.455 -2.807
S -4.629 2.570 0.898
O 0.266 1.086 -1.538
O 2.280 -3.029 -0.876
O 0.036 0.217 1.907
O 0.471 -1.747 -0.570
O 1.273 -0.483 3.625
O -2.085 -0.699 0.256
N 2.022 0.313 0.186
C -2.963 2.858 1.280
C 2.199 1.713 -0.203
C -1.081 -2.736 2.218
C 1.166 -0.099 2.483
C -2.829 -0.263 3.122
C 1.750 -1.950 -0.739
C 2.581 -0.658 -0.764
C -5.766 -0.232 -1.467
C -4.396 2.016 -0.750
C 1.307 2.020 -1.430
C 2.395 0.020 1.575
C -3.129 1.963 -1.193
C -4.066 -2.472 1.368
H -6.129 -0.481 -0.472
H -4.759 -0.616 -1.622
H -3.729 0.298 2.873
H 3.060 0.782 1.989
H 3.247 1.948 -0.428
H -4.397 -2.962 2.282
H 0.901 3.034 -1.319
H -4.828 -1.774 1.029
H -0.560 -3.061 1.317
H -1.554 -3.587 2.707
H -3.885 -3.217 0.595
H -1.354 1.420 -2.561
H 2.508 -0.246 -1.771
H 1.900 2.014 -2.352
H -6.436 -0.659 -2.210
H -0.385 -2.251 2.900
H -2.992 -0.837 4.034
H -1.985 0.409 3.252
H 1.890 2.321 0.650
H 2.931 -0.928 1.630
H 3.626 -0.898 -0.554

---

11.
44
Properties=species:S:1:pos:R:3 method="wB97M-V/def2-TZVPD" lumo_ev="-6.81 / -6.98" multiplicity=2 total_charge=+2 gap_ev="7.739 / 7.564" s_squared=0.753 energy_ha=-2722.22917
Ti -0.002 0.027 0.237
Cl 3.325 -0.314 -3.048
Cl 7.279 -0.642 0.566
O 1.572 -0.134 -0.698
O -1.215 0.154 -1.372
O 1.175 -0.050 1.926
N -0.953 -1.847 0.790
N -2.434 0.112 -3.261
N -0.137 -0.119 -3.344
N -0.648 2.035 0.799
C -2.158 0.856 2.395
C 2.875 -0.247 -0.386
C -1.260 0.047 -2.643
C 3.823 -0.344 -1.401
C -1.981 -1.678 1.875
C -1.970 2.085 1.510
C -2.765 -0.380 1.683
C 4.689 -0.394 1.249
C 5.169 -0.464 -1.097
C -3.694 0.315 -2.556
C 3.321 -0.273 0.952
C 2.412 -0.163 2.049
C 5.604 -0.490 0.226
H -0.288 -2.564 1.074
H -2.803 1.129 3.229
H -0.135 -0.180 -4.348
H -1.452 -1.665 2.827
H -1.196 0.607 2.860
H -2.885 -0.190 0.610
H 5.890 -0.539 -1.901
H 2.823 -0.174 3.062
H -2.457 0.022 -4.264
H -2.750 2.139 0.752
H -2.018 2.999 2.100
H -3.668 1.237 -1.977
H -2.636 -2.548 1.875
H -1.422 -2.221 -0.032
H -4.485 0.394 -3.296
H 0.057 2.436 1.414
H -0.684 2.650 -0.011
H -3.776 -0.537 2.057
H 0.750 -0.147 -2.862
H -3.915 -0.525 -1.899
H 5.020 -0.412 2.280

---

12.
47
Properties=species:S:1:pos:R:3 method="wB97M-V/def2-TZVPD" lumo_ev="-9.01 / -8.95" relative_energy_ev=0.0000 total_charge=+2 gap_ev="6.527 / 6.589" energy_ha=-2669.99297
Co 0.816 -0.660 -0.573
O -2.719 3.309 5.199
O -4.582 1.855 -1.337
O -5.944 2.953 -0.074
O -4.639 3.977 4.467
O 0.417 0.951 2.224
O -0.239 0.568 0.118
N -0.074 -2.316 -1.025
N 0.721 0.212 -2.324
N 2.465 -1.538 -1.272
N -4.889 2.418 -0.302
N -3.559 3.452 4.337
N 1.534 -1.181 1.159
C -2.026 2.270 2.821
C 2.902 -1.748 1.108
C -4.216 2.938 2.018
C 2.171 -2.987 -1.491
C 2.158 0.465 -2.634
C -2.685 1.772 0.549
C 2.834 -0.882 -2.570
C 0.751 -3.077 -2.007
C -3.254 2.866 3.009
C -0.434 1.068 1.377
C -1.743 1.719 1.570
C -3.897 2.378 0.796
C 3.500 -1.321 -0.216
H 1.506 -0.272 1.658
H 0.265 -0.285 -3.086
H -2.497 1.362 -0.429
H 0.913 -1.751 1.732
H 4.416 -1.869 -0.451
H 2.897 -3.443 -2.167
H 2.293 0.946 -3.602
H 2.474 -1.509 -3.386
H 2.243 -3.511 -0.542
H 2.541 1.147 -1.872
H 2.846 -2.829 1.203
H -0.191 -2.865 -0.174
H 0.212 1.091 -2.223
H 3.498 -1.394 1.949
H -1.017 -2.156 -1.379
H 3.917 -0.814 -2.674
H -1.310 2.240 3.629
H 0.638 -2.592 -2.975
H 0.413 -4.107 -2.119
H 3.747 -0.257 -0.211
H -5.172 3.411 2.195